Entry 1:
The following is a DFT calculation (wB97M-V/def2-TZVPD) of a structure of composition C16H32AlOP.

```
51
Properties=species:S:1:pos:R:3:forces:R:3
C -1.7373 -2.9049 -0.1141 -0.6 -0.4 0.8
H 1.0285 -3.2797 0.8971 0.1 -0.1 -0.1
H 2.6898 0.3224 -2.2801 0.0 -0.3 0.1
C -0.8323 -1.9416 -0.7566 -0.2 1.6 -0.7
H 2.3827 0.1954 3.5543 -0.2 -0.2 0.1
H -3.3124 -0.6496 -1.2309 0.0 0.0 -0.3
H 0.6715 4.7882 -0.7160 -0.1 -0.2 -0.1
C 1.4368 -3.0110 -0.0839 0.5 -0.4 0.7
H 0.8457 1.3977 -3.1800 -0.2 -0.2 -0.1
O -0.0629 0.0156 1.6418 3.1 1.1 2.9
H 1.6546 -1.3497 3.0547 0.0 0.0 0.2
H 1.0530 2.3062 0.6892 0.2 0.3 0.1
H -0.9075 1.2991 -3.3703 0.2 -0.1 -0.1
C 2.5075 -0.7349 -2.0356 0.7 0.3 -0.1
H -0.7904 4.8209 -1.6962 0.0 -0.1 0.1
H -2.7145 0.3865 -2.5432 -0.1 -0.3 0.1
H 2.7834 -1.3173 -2.9296 -0.2 0.1 0.3
C -2.6321 -0.6105 -2.0930 -0.9 0.4 0.1
C -1.2476 -0.8828 -1.6603 1.3 -0.8 0.5
H 1.2872 0.0540 1.0919 -2.3 -0.1 1.5
C 0.0092 0.7004 -3.3236 0.0 0.8 -0.2
H -0.6073 0.3593 5.9023 0.1 0.2 -0.8
C 0.6075 1.9961 -0.2492 1.2 0.0 0.4
H -1.2243 2.4429 -1.3045 0.1 0.1 0.0
H 2.4680 -2.6655 0.0573 -0.2 -0.1 0.0
H 1.4096 1.9736 -0.9758 0.2 0.1 -0.3
H -1.4455 -1.5540 3.4943 -0.1 0.1 -0.2
C -0.0524 -0.2964 -2.2305 0.9 -1.5 0.3
C -0.4870 2.9327 -0.6511 -1.3 0.7 -0.5
C 0.0319 4.1811 -1.3682 0.3 0.2 -0.1
C -1.5906 -0.5038 3.7489 0.0 0.3 -0.7
H -1.9244 -3.7988 -0.7304 0.2 0.3 0.0
C 0.0186 1.0414 5.3022 0.3 2.8 0.1
Al 0.0156 0.1493 -0.1322 -1.4 -0.7 -2.3
H 1.6958 -0.8474 4.7978 -0.3 -0.1 0.0
H -2.7152 -2.4479 0.0938 0.2 -0.2 -0.1
H 1.4956 -3.9432 -0.6669 -0.2 0.3 0.0
H 3.1991 -1.0164 -1.2305 -0.1 0.1 -0.3
H 0.1495 0.2397 -4.3131 0.0 -0.1 0.4
C 1.5723 -0.5263 3.7655 -0.5 0.5 -1.4
H -1.3196 -3.2542 0.8395 -0.2 0.0 -0.2
C 0.6050 -1.9814 -0.7334 0.3 1.1 -0.8
H -0.3760 2.0686 5.3156 0.2 -0.3 0.7
H -1.0522 3.2586 0.2275 0.0 -0.1 0.0
H 0.6172 3.9259 -2.2623 -0.1 0.0 0.2
P -0.0186 0.4202 3.5067 0.1 -5.3 0.8
H -3.0019 -1.3325 -2.8382 0.3 0.1 0.3
H 1.0474 0.9760 5.6893 -0.3 0.5 -0.5
H -2.3284 -0.0372 3.0749 0.1 -0.4 0.0
C 1.0973 -0.9644 -1.6427 -1.5 -0.1 -0.5
H -2.0000 -0.4005 4.7591 0.3 0.0 -0.3
```
Positions in Å, forces in eV/Å.

Results
energy relative to the best compared isomer or geometry (same formula, charge and spin)	0.000	eV
LUMO (spin up / spin down)	-10.392 / -10.396	eV
total charge	+2
HOMO level (spin up / spin down)	-14.7 / -14.7	eV

These are the natural (NBO) partial charges, in e, on atoms 1 to 5: -0.6544 0.2260 0.2356 -0.0971 0.2719



Entry 2:
The following is a DFT calculation (wB97M-V/def2-TZVPD) of a structure of composition C16H32B3I2MgNO14PS.

```
71
Properties=species:S:1:pos:R:3:forces:R:3
B -1.8659 -3.5931 1.2132 -1.3 2.7 1.6
C 5.0101 5.0399 -0.7313 0.0 0.0 0.0
H 7.5953 4.2935 -2.7911 -0.1 0.0 0.0
O 0.6225 -5.0360 0.8723 -2.6 -0.1 1.7
I -5.4252 -3.4167 -2.1387 0.5 0.7 0.2
C 5.2256 4.0627 0.2324 0.4 0.1 -0.6
O -1.0655 -2.4189 1.3000 -0.7 -1.8 -2.0
O 4.5745 3.1428 2.2341 0.0 -0.2 0.1
H -10.0993 -7.3787 3.1460 -0.1 -0.1 -0.1
C 0.4946 -0.2009 0.1890 1.1 0.0 -0.2
B -1.1184 -1.9037 -0.0445 1.1 0.8 -1.2
C -5.5946 -1.2185 1.8745 -0.8 -0.4 0.3
B -3.4006 -2.5196 -0.0332 -1.2 0.1 -1.1
H 0.9726 0.5328 -0.5109 -0.7 -0.5 0.5
O -0.0210 -1.2667 -0.6426 -2.0 -0.4 1.3
H 2.5843 1.1016 1.8817 0.3 -0.3 -0.8
O -1.1037 -6.1571 2.6681 0.7 1.7 0.4
O 2.0843 -2.0401 0.8224 -0.5 0.5 -0.1
O -1.5039 -6.2049 0.0706 0.1 2.0 2.6
S 6.0913 6.6995 -5.8139 0.0 0.1 0.0
H -8.6830 -4.7225 5.1588 0.0 0.0 0.0
H 4.1898 5.7395 -0.6452 0.0 -0.1 0.1
H -9.9813 -4.7040 2.6753 0.0 0.0 0.0
H 2.9888 0.7829 0.1215 0.0 -0.4 0.6
H 6.4416 2.3952 0.8647 -0.1 0.1 0.1
C 7.1271 3.2444 -0.9779 -0.1 0.2 -0.1
H 8.3001 7.5682 -5.4377 -0.1 0.0 0.0
H 2.3175 -2.0269 -0.1146 0.1 -0.1 0.1
P -1.0079 -5.3144 1.1881 1.5 -3.2 -4.1
N 4.3404 3.9896 1.3937 -0.1 0.0 0.1
H -4.8138 -0.4428 1.7146 -0.4 -0.6 0.0
C -9.0470 -5.2405 4.2700 -0.3 0.2 -0.4
C -5.9556 -2.0583 0.5942 -0.1 1.2 -0.6
C 5.8683 5.1206 -1.8236 -0.1 0.1 0.1
C 6.9255 4.2249 -1.9422 0.0 0.0 0.1
H -6.5235 -0.6876 2.2017 0.8 -0.4 -0.3
H 3.7375 -0.2000 1.5013 -0.6 0.5 -0.5
O -2.2875 -2.0876 -0.8159 0.2 -0.7 2.6
H -11.0793 -5.4496 4.9573 0.0 0.0 -0.1
H 6.2724 9.0315 -5.2642 0.0 -0.1 0.0
I -6.5976 -4.0640 1.1856 0.2 0.7 0.0
H 4.6242 8.5739 -5.7569 0.0 -0.1 0.0
H 1.5064 0.2745 -2.7783 0.0 0.0 -0.1
H 5.8878 8.7756 -6.9928 0.0 -0.1 0.0
O -10.7426 -6.7079 3.3960 -0.1 0.2 0.0
H 7.9502 2.5479 -1.0769 -0.1 0.0 0.1
C 5.6841 8.4477 -5.9731 0.0 0.1 0.1
H -8.2434 -5.8717 3.8677 0.1 -0.2 0.2
C 1.6453 -0.7251 1.1449 0.3 1.4 0.1
H 7.9832 7.2636 -7.1721 -0.1 0.0 0.0
C 2.8275 0.3204 1.1198 -0.5 -0.5 1.0
H -0.3039 -5.9309 3.1934 0.4 -0.6 -0.6
H -5.3436 -1.8994 2.7237 0.2 0.7 -0.7
O -3.2571 -3.3805 1.1098 2.4 0.2 -1.7
C -4.8535 -2.0250 -0.5304 0.3 -0.7 1.1
C -10.2705 -6.0808 4.5897 0.3 -0.3 -0.1
O 3.4204 4.7790 1.4565 -0.1 0.0 0.0
H 1.2518 -0.7254 2.1861 0.3 -0.5 -0.7
H 8.3217 5.9057 -6.0742 -0.1 0.0 0.0
H -6.8691 -1.5896 0.1522 0.6 -0.7 0.3
C 7.8508 6.8842 -6.1586 0.1 0.0 0.1
H -0.3465 0.3014 0.7169 0.7 -0.2 -0.1
O 2.2588 0.7972 -3.1151 -0.1 -0.1 0.2
O 5.9573 6.3415 -4.3677 0.2 0.3 -0.7
Mg -1.9465 -5.1620 4.6016 -0.4 -0.1 -0.3
H 5.7171 5.8835 -2.5840 0.0 -0.3 0.4
C 6.2755 3.1595 0.1172 0.1 -0.1 0.1
H -4.7527 -1.0183 -1.0062 -0.4 -0.8 0.4
H 0.5924 -4.6391 -0.0148 0.5 -0.1 0.0
O -9.3695 -4.2695 3.2842 -0.1 0.0 0.3
H -10.0452 -6.8468 5.3378 0.0 0.1 0.1
```
Positions in Å, forces in eV/Å.

Results
LUMO	-9.028	eV
total charge	+1
HOMO level	-10.4	eV

These are the Mulliken partial charges, in e, on atoms 1 to 5: 0.5533 -0.5125 0.4130 -0.4497 0.1021